[1]
Molecular formula: C54H58BN9O2P2RuS
Method: DFT, ωB97M-V with the def2-TZVPD basis set

Geometry (Å):
1 Ru 0.5434 0.2209 0.1029
2 C 0.8811 -2.6669 2.5994
3 C 0.1903 -1.4375 3.0730
4 C -0.4121 -1.2038 4.3126
5 C -0.9496 0.0698 4.2312
6 C -1.7233 0.8005 5.2675
7 N -0.6678 0.5579 3.0053
8 N 0.0271 -0.3588 2.3100
9 B -1.1437 1.8985 2.4177
10 N -2.0712 1.6197 1.2225
11 N -1.7375 0.8068 0.2004
12 C -2.7859 0.7462 -0.6188
13 C -2.8870 -0.1149 -1.8231
14 C -3.8071 1.5613 -0.1279
15 C -3.3151 2.1021 1.0450
16 C -3.9912 3.0725 1.9415
17 N 0.0474 2.7282 1.9055
18 N 0.9775 2.2325 1.0732
19 C 1.8454 3.2089 0.7897
20 C 3.0419 2.9784 -0.0640
21 C 1.4455 4.3718 1.4414
22 C 0.2896 4.0300 2.1328
23 C -0.5831 4.9151 2.9413
24 H 1.3525 -3.1890 3.4305
25 H 1.6277 -2.4078 1.8489
26 H 0.1600 -3.3400 2.1325
27 H -0.4491 -1.8713 5.1513
28 H -1.7535 0.2134 6.1809
29 H -2.7443 0.9758 4.9327
30 H -1.2708 1.7651 5.4847
31 H -1.7255 2.5052 3.2394
32 H -1.9986 -0.7367 -1.9139
33 H -2.9971 0.4935 -2.7190
34 H -3.7663 -0.7543 -1.7409
35 H -4.7765 1.7118 -0.5594
36 H -5.0086 3.2304 1.5925
37 H -3.4614 4.0237 1.9291
38 H -4.0171 2.7149 2.9679
39 H 2.8600 2.1480 -0.7530
40 H 3.8943 2.7200 0.5673
41 H 3.2980 3.8783 -0.6209
42 H 1.9209 5.3313 1.3954
43 H -0.0902 5.8685 3.1091
44 H -0.8329 4.4635 3.8982
45 H -1.5078 5.0941 2.3942
46 O -0.2055 -2.1308 -0.2444
47 P -0.3626 -3.1755 -1.2770
48 C 0.6113 -2.7451 -2.8020
49 P 0.2323 -1.0742 -3.4699
50 O 0.1933 -0.0061 -2.4460
51 C 1.4761 -0.7035 -4.7398
52 C 1.9628 -1.6241 -5.6557
53 C 2.8290 -1.2029 -6.6486
54 C 3.1642 0.1369 -6.7644
55 C 2.6598 1.0624 -5.8639
56 C 1.8299 0.6361 -4.8440
57 C -1.2655 -1.2008 -4.4976
58 C -1.8673 0.0114 -4.8108
59 C -2.9833 0.0481 -5.6232
60 C -3.4957 -1.1311 -6.1398
61 C -2.8645 -2.3341 -5.8762
62 C -1.7421 -2.3698 -5.0682
63 C -2.1235 -3.4925 -1.6038
64 C -2.9862 -3.0136 -0.6232
65 C -4.3456 -3.2499 -0.7181
66 C -4.8518 -3.9488 -1.8026
67 C -3.9911 -4.4457 -2.7683
68 C -2.6268 -4.2434 -2.6571
69 C 0.3368 -4.7683 -0.7443
70 C 1.7059 -4.9927 -0.8079
71 C 2.2367 -6.1684 -0.3114
72 C 1.4099 -7.1134 0.2727
73 C 0.0478 -6.8794 0.3604
74 C -0.4905 -5.7108 -0.1462
75 H 0.5608 -3.5199 -3.5643
76 H 1.6440 -2.6605 -2.4389
77 H 1.6781 -2.6640 -5.6001
78 H 3.2525 -1.9259 -7.3279
79 H 3.8229 0.4596 -7.5563
80 H 2.9198 2.1072 -5.9597
81 H 1.4645 1.3125 -4.0838
82 H -1.4429 0.9108 -4.3868
83 H -3.4566 0.9892 -5.8581
84 H -4.3777 -1.1109 -6.7598
85 H -3.2448 -3.2495 -6.3014
86 H -1.2496 -3.3100 -4.8859
87 H -2.5738 -2.4358 0.1927
88 H -5.0106 -2.8795 0.0468
89 H -5.9150 -4.1162 -1.8908
90 H -4.3842 -4.9952 -3.6104
91 H -1.9624 -4.6830 -3.3840
92 H 2.3610 -4.2438 -1.2289
93 H 3.2976 -6.3487 -0.3793
94 H 1.8262 -8.0268 0.6681
95 H -0.5975 -7.6086 0.8233
96 H -1.5525 -5.5209 -0.0737
97 N -2.2059 3.2735 -3.0972
98 C -1.0714 3.5717 -2.4435
99 N 0.0936 3.4757 -3.1009
100 S -1.1252 4.0864 -0.8675
101 H -2.2213 3.0940 -4.0875
102 H -3.0740 3.3658 -2.5981
103 H 0.1330 3.1647 -4.0572
104 H 0.9508 3.5994 -2.5892
105 N 2.3356 -0.6482 -0.3224
106 C 3.5737 -0.5465 -0.1176
107 C 4.4939 0.1693 -1.0411
108 C 5.5882 0.8736 -0.5366
109 C 6.3759 1.6277 -1.3853
110 C 6.1132 1.6522 -2.7450
111 C 5.0592 0.9164 -3.2580
112 C 4.2386 0.1969 -2.4105
113 C 4.2346 -1.1418 1.0781
114 C 3.6922 -0.9206 2.3396
115 C 4.3226 -1.4346 3.4574
116 C 5.4853 -2.1756 3.3250
117 C 6.0117 -2.4204 2.0669
118 C 5.3896 -1.9092 0.9426
119 H 5.7922 0.8486 0.5246
120 H 7.1998 2.1985 -0.9896
121 H 6.7232 2.2456 -3.4058
122 H 4.8656 0.9079 -4.3196
123 H 3.3878 -0.3467 -2.8000
124 H 2.7952 -0.3166 2.4222
125 H 3.9045 -1.2495 4.4335
126 H 5.9828 -2.5605 4.2011
127 H 6.9126 -3.0047 1.9580
128 H 5.7972 -2.0949 -0.0422

Summary:
Frontier orbital gap (alpha / beta) = 7.12 / 6.61 eV
Net charge = +1
<S²> = 0.84
2S+1 = 2

***

[2]
Molecular formula: C39H49ClN4O2PSSi2Ti
Method: DFT, ωB97M-V with the def2-TZVPD basis set

Geometry (Å):
1 Ti -1.2554 -0.1362 0.1188
2 O -2.4593 -0.8393 1.7037
3 C -2.6720 -0.1885 2.9663
4 C -2.5477 -1.1265 4.1644
5 C -1.2867 -1.9975 4.1858
6 C 0.0447 -1.2945 4.1601
7 C 1.1208 -1.8840 4.8247
8 C 2.3660 -1.2866 4.7743
9 C 2.5035 -0.0977 4.0754
10 C 1.3825 0.4111 3.4472
11 N 0.1868 -0.1695 3.4598
12 H -2.9106 -1.7078 1.6982
13 H -3.6668 0.2767 2.9584
14 H -1.8982 0.5810 3.0284
15 H -3.4129 -1.7937 4.1909
16 H -2.5731 -0.5150 5.0686
17 H -1.3058 -2.7009 3.3481
18 H -1.3195 -2.6000 5.0942
19 H 0.9800 -2.7940 5.3885
20 H 3.2057 -1.7349 5.2822
21 H 3.4487 0.4192 4.0228
22 H 1.4453 1.3456 2.9063
23 C -4.4633 2.8933 1.6985
24 Si -2.7408 2.8255 0.8452
25 C -2.5449 4.2430 -0.4367
26 C -1.4947 3.2259 2.2435
27 N -2.5132 1.2932 -0.0019
28 C -3.5964 0.8182 -0.7355
29 C -4.7419 1.5501 -1.0498
30 C -5.8131 0.9667 -1.7028
31 C -5.7642 -0.3683 -2.0658
32 C -4.6070 -1.0939 -1.8457
33 C -3.5031 -0.5160 -1.2220
34 N -2.2659 -1.1337 -1.0915
35 Si -1.8740 -2.4341 -2.2342
36 C -2.6491 -4.1187 -1.7854
37 C -2.4265 -1.8712 -3.9935
38 C 0.0291 -2.5893 -2.3126
39 H -5.0581 3.6915 1.2646
40 H -4.3781 3.1075 2.7595
41 H -5.0340 1.9752 1.5867
42 H -2.9760 5.1591 -0.0468
43 H -3.0424 4.0312 -1.3785
44 H -1.5006 4.4507 -0.6551
45 H -2.0174 3.7664 3.0233
46 H -0.7260 3.8937 1.8757
47 H -1.0078 2.3774 2.7117
48 H -4.7947 2.5951 -0.8010
49 H -6.6870 1.5597 -1.9211
50 H -6.6097 -0.8384 -2.5425
51 H -4.5492 -2.1211 -2.1642
52 H -3.5721 -4.0273 -1.2220
53 H -1.9697 -4.7068 -1.1767
54 H -2.8612 -4.6871 -2.6858
55 H -2.9979 -0.9468 -3.9892
56 H -3.0627 -2.6308 -4.4362
57 H -1.5852 -1.7442 -4.6700
58 H 0.3514 -3.4701 -1.7700
59 H 0.5720 -1.7384 -1.9023
60 H 0.3514 -2.7236 -3.3389
61 Cl 0.4071 1.7914 0.4030
62 C 2.0402 2.4171 0.3169
63 C 2.3075 3.6933 0.7812
64 C 3.6116 4.1606 0.7250
65 C 4.6192 3.3539 0.2196
66 C 4.3319 2.0816 -0.2406
67 C 3.0298 1.5956 -0.2101
68 P 2.5227 -0.0866 -0.7822
69 C 2.7990 0.0960 -2.5769
70 C 2.5691 1.3009 -3.2305
71 C 2.6197 1.3601 -4.6119
72 C 2.9018 0.2224 -5.3506
73 C 3.1085 -0.9856 -4.7033
74 C 3.0458 -1.0537 -3.3249
75 C 4.0277 -0.9983 -0.2611
76 C 5.1899 -1.1371 -1.0145
77 C 6.2607 -1.8536 -0.5085
78 C 6.1851 -2.4344 0.7466
79 C 5.0312 -2.2971 1.5003
80 C 3.9582 -1.5838 1.0002
81 H 1.5245 4.3120 1.1932
82 H 3.8339 5.1528 1.0863
83 H 5.6342 3.7185 0.1925
84 H 5.1206 1.4524 -0.6238
85 H 2.3639 2.1933 -2.6539
86 H 2.4382 2.2992 -5.1124
87 H 2.9609 0.2726 -6.4269
88 H 3.3108 -1.8774 -5.2764
89 H 3.1984 -1.9984 -2.8208
90 H 5.2615 -0.7079 -2.0034
91 H 7.1543 -1.9693 -1.1020
92 H 7.0188 -3.0011 1.1344
93 H 4.9557 -2.7602 2.4732
94 H 3.0509 -1.4907 1.5851
95 O -0.4056 0.6515 -2.0374
96 H -0.4777 0.0082 -2.7599
97 H -0.7481 1.4970 -2.3663
98 S 0.4216 -1.7562 0.8225
99 C -0.7945 -2.8478 0.9759
100 N -1.6407 -3.6221 1.1439

Summary:
Frontier orbital gap = 6.76 eV
Net charge = +1

***

[3]
Molecular formula: C44H32Cl4N6O2Rh
Method: DFT, ωB97M-V with the def2-TZVPD basis set

Geometry (Å):
1 Rh 0.4004 -0.6250 0.3296
2 Cl -3.8785 5.7724 0.2625
3 C -2.7362 4.4603 0.1899
4 C -1.4735 4.6627 -0.3019
5 Cl -0.9733 6.2322 -0.8706
6 C -0.5860 3.5668 -0.3531
7 Cl 1.0202 3.8504 -0.9854
8 C -0.9151 2.2836 0.0606
9 O -0.0215 1.3073 -0.0973
10 C -2.2233 2.0751 0.6520
11 O -2.5655 0.9520 1.1524
12 C -3.0943 3.1844 0.6424
13 Cl -4.7000 2.9111 1.2739
14 C -5.1104 -0.4387 2.3634
15 C -5.2172 -1.9369 2.3197
16 C -6.0811 -2.6024 3.1948
17 C -6.2526 -3.9749 3.1600
18 C -5.5564 -4.7319 2.2262
19 C -4.6711 -4.1028 1.3709
20 C -4.4890 -2.7198 1.4186
21 N -3.5485 -2.1439 0.5181
22 C -2.3288 -1.6247 0.8730
23 N -2.1038 -1.5880 2.1982
24 C -1.1030 -0.8707 2.8709
25 C -0.0371 -0.3155 2.1938
26 C 0.8571 0.4959 2.8737
27 C 0.7062 0.7213 4.2345
28 C -0.3127 0.0765 4.9232
29 C -1.2221 -0.7343 4.2594
30 C -2.3146 -1.4419 5.0221
31 N -1.4211 -1.3389 -0.0209
32 C -1.8094 -1.2131 -1.3950
33 C -2.8618 -0.3556 -1.7158
34 C -3.3295 -0.2540 -3.0166
35 C -2.7468 -1.0143 -4.0179
36 C -1.6634 -1.8226 -3.7090
37 C -1.1542 -1.9216 -2.4155
38 C 0.0762 -2.7616 -2.1874
39 H -6.1089 0.0008 2.3325
40 H -4.5139 -0.0220 1.5539
41 H -4.6358 -0.0996 3.2880
42 H -6.6382 -2.0095 3.9116
43 H -6.9286 -4.4548 3.8566
44 H -5.6918 -5.8047 2.1737
45 H -4.0983 -4.6772 0.6518
46 H -3.6149 -2.4259 -0.4462
47 H -2.8763 -1.8923 2.7664
48 H 1.6717 0.9605 2.3298
49 H 1.3799 1.3916 4.7534
50 H -0.4080 0.2016 5.9961
51 H -2.0637 -1.4764 6.0815
52 H -2.4512 -2.4747 4.6882
53 H -3.2783 -0.9310 4.9275
54 H -3.2830 0.2472 -0.9198
55 H -4.1465 0.4212 -3.2381
56 H -3.1182 -0.9679 -5.0344
57 H -1.1928 -2.4068 -4.4921
58 H 0.4270 -3.1689 -3.1358
59 H -0.1066 -3.5862 -1.4947
60 H 0.8856 -2.1685 -1.7664
61 N 9.3118 -5.9894 -0.1269
62 C 8.3532 -5.3560 -0.1168
63 C 7.1382 -4.5677 -0.0983
64 C 6.0644 -4.9293 -0.9044
65 C 4.8830 -4.2096 -0.8408
66 C 4.7594 -3.1169 0.0131
67 C 5.8540 -2.7426 0.7867
68 C 7.0339 -3.4679 0.7444
69 C 3.4681 -2.3676 0.1030
70 C 3.4895 -1.0196 -0.2205
71 C 4.6035 -0.2009 -0.5734
72 C 4.0979 1.0065 -0.9823
73 C 2.6878 0.8967 -0.8964
74 N 2.3205 -0.2948 -0.4537
75 C 2.3327 -3.0836 0.4907
76 C 2.2912 -4.4605 0.8629
77 C 1.0317 -4.7099 1.3412
78 C 0.3351 -3.4784 1.2655
79 N 1.0852 -2.5152 0.7595
80 H 6.1592 -5.7689 -1.5799
81 H 4.0508 -4.4794 -1.4775
82 H 5.7641 -1.9032 1.4633
83 H 7.8709 -3.1893 1.3705
84 H 5.6425 -0.4844 -0.5332
85 H 4.6484 1.8728 -1.3127
86 H 1.9390 1.6231 -1.1636
87 H 3.1117 -5.1562 0.8136
88 H 0.6409 -5.6397 1.7226
89 H -0.6728 -3.2939 1.5935

Summary:
Frontier orbital gap = 4.65 eV
Net charge = -1

***

[4]
Molecular formula: C4H7NO
Method: DFT, ωB97M-V with the def2-TZVPD basis set

Geometry (Å):
1 C 0.0785 0.3043 0.5770
2 C -0.7135 -0.9510 0.1425
3 C 1.4106 -0.1218 0.2990
4 C 2.4373 -0.5468 -0.1120
5 H -1.2034 2.0094 0.1636
6 H 0.0549 1.7473 -1.0660
7 H -0.1583 0.5630 1.6267
8 H -0.2387 -1.4918 -0.8371
9 H -0.5374 -1.8015 0.8613
10 H -2.1291 0.1947 -0.6602
11 H 3.4159 -0.7491 -0.8434
12 N -0.3085 1.5721 -0.0610
13 O -2.1085 -0.7289 -0.0903

Summary:
Frontier orbital gap = 10.29 eV
SMILES = C#C[C@@H](N)CO

***

[5]
Molecular formula: C4H8NS2
Method: DFT, ωB97M-V with the def2-TZVPD basis set

Geometry (Å):
1 C 0.6697 -1.2447 0.0211
2 C 0.7587 -2.1619 0.9344
3 C -0.5998 -0.5344 -0.2087
4 C -0.6685 1.7966 -0.4719
5 N -0.7293 0.8054 0.3295
6 S 1.9117 -0.5981 -0.9651
7 S -1.1936 3.2778 0.1123
8 H 1.6777 -2.5399 1.2141
9 H -0.1438 -2.3063 1.4630
10 H -0.7774 -0.3876 -1.2855
11 H -1.4158 -1.1553 0.2420
12 H -0.4003 1.5955 -1.4191
13 H 2.7895 -1.3302 -0.2774
14 H -0.9150 0.9547 1.2677
15 H -0.9638 3.8284 -0.9565

Summary:
Frontier orbital gap = 7.76 eV
Net charge = +1

***

[6]
Molecular formula: C32H49ClCrNO4P
Method: DFT, ωB97M-V with the def2-TZVPD basis set

Geometry (Å):
1 Cr -2.1120 0.1558 -0.8223
2 P 0.6830 -0.7479 -0.7765
3 Cl -2.0974 -1.0042 -2.6339
4 C -3.6106 -0.4600 -0.1257
5 H -4.5150 -0.5879 -0.8938
6 H -4.1854 -0.0097 0.7545
7 C 1.8162 -0.9472 -2.3100
8 C 0.5292 -2.4456 0.0459
9 C 1.2339 -1.9550 -3.3043
10 H 1.6759 0.0693 -2.7269
11 C 1.9192 -1.7867 -4.6644
12 H 1.3930 -2.9822 -2.9459
13 H 0.1437 -1.8141 -3.3948
14 C 3.4478 -1.8750 -4.5800
15 H 1.5447 -2.5448 -5.3576
16 H 1.6399 -0.8060 -5.0725
17 C 4.0457 -1.0313 -3.4492
18 H 3.7478 -2.9237 -4.4506
19 H 3.8826 -1.5482 -5.5317
20 C 3.3215 -1.1690 -2.1112
21 H 5.0977 -1.2939 -3.3099
22 H 4.0191 0.0253 -3.7451
23 H 3.5031 -2.1654 -1.6780
24 H 3.7306 -0.4400 -1.4007
25 C 1.8089 0.1393 0.4854
26 C 1.6565 -3.4507 -0.2278
27 H 0.5647 -2.1355 1.1065
28 C 1.4400 -4.7422 0.5627
29 H 1.6845 -3.6812 -1.3017
30 H 2.6379 -3.0193 0.0239
31 C 0.0530 -5.3591 0.3352
32 H 2.2151 -5.4599 0.2786
33 H 1.5721 -4.5341 1.6332
34 C -1.0765 -4.3432 0.5226
35 H 0.0067 -5.7752 -0.6801
36 H -0.0910 -6.2022 1.0219
37 C -0.8531 -3.0361 -0.2419
38 H -2.0263 -4.7837 0.2031
39 H -1.1744 -4.1133 1.5911
40 H -0.9543 -3.2220 -1.3234
41 H -1.6493 -2.3127 0.0215
42 C 2.3004 1.4609 -0.1093
43 H 1.0546 0.3968 1.2516
44 C 2.8834 2.3245 1.0076
45 H 3.0529 1.2837 -0.8892
46 H 1.4579 1.9934 -0.5772
47 C 3.9691 1.6107 1.8123
48 H 3.2746 3.2522 0.5803
49 H 2.0460 2.5847 1.6686
50 C 3.5529 0.2132 2.2797
51 H 4.8813 1.5414 1.2051
52 H 4.2224 2.2196 2.6873
53 C 2.9235 -0.6475 1.1870
54 H 4.4195 -0.3130 2.6874
55 H 2.8240 0.3138 3.0935
56 H 3.6854 -0.9593 0.4591
57 H 2.5174 -1.5671 1.6333
58 C -1.5559 2.0648 -2.1048
59 C -2.7020 1.7676 -1.5013
60 H -1.2556 1.6655 -3.0729
61 C -3.3448 2.6966 -0.3886
62 H -3.6495 1.1084 -1.9401
63 C -2.8610 4.1128 -0.5951
64 H -4.3997 2.5981 -0.4375
65 H -3.1039 2.3674 0.6666
66 C -1.3506 4.2313 -0.6395
67 H -3.2563 4.4601 -1.5333
68 H -3.2401 4.7991 0.1693
69 C -0.7592 3.4084 -1.7582
70 H -1.0130 5.2825 -0.7677
71 H -0.8861 3.8849 0.2507
72 H -0.5554 4.0197 -2.6877
73 H 0.2689 3.0810 -1.5243
74 O -0.1215 2.4534 1.8499
75 C -1.0430 1.6306 1.8481
76 O -1.1836 0.6336 0.9879
77 C -2.1405 1.6563 2.8737
78 C -2.9584 0.5325 3.1602
79 C -4.0058 0.6728 4.0343
80 C -4.2866 1.9380 4.5861
81 C -3.4282 3.0235 4.3601
82 C -2.3797 2.8941 3.5009
83 N -5.5604 2.1277 5.2055
84 O -6.3106 1.1322 5.3075
85 O -5.8880 3.2650 5.5980
86 H -2.7748 -0.4362 2.6677
87 H -4.6629 -0.1645 4.2687
88 H -3.6297 3.9823 4.8527
89 H -1.6960 3.7209 3.2598

Summary:
Frontier orbital gap (alpha / beta) = 5.31 / 5.99 eV
Net charge = -1
<S²> = 4.14
2S+1 = 4

***

Calculated values (eV) of energy above the lowest of the compared OMol25 structures with the same formula, charge and spin for the records, taken in order: 3.671; 2.193; 0.100; 4.430; 1.425; 0.602.
Calculated values (eV/A) of largest force on an atom for the records, taken in order: 3.4; 1.8; 1.2; 6.1; 4.3; 7.2.